1.
A cluster of 2 separate species, C4H10N2 in total at a distorted geometry. Source: the Open Molecules 2025 dataset; level of theory: ωB97M-V/def2-TZVPD.

Output
Gap between HOMO and LUMO (alpha / beta): 8.294 / 8.664 eV
Net charge: 0
HOMO (alpha / beta): -7.413 / -7.719 eV
E_LUMO (alpha / beta): 0.0324 / 0.0347 Ha
Molecular weight: 86.14 g/mol

Atoms and positions in Å:
C  2.21  1.16  0.35
C  1.82  -0.09  0.06
C  -1.39  0.70  -0.93
C  -0.70  -1.81  0.50
N  -1.06  0.58  0.50
N  -0.42  -0.49  1.03
H  2.97  1.72  -0.18
H  1.56  1.79  1.06
H  2.08  -1.07  -0.26
H  -0.57  0.32  -1.55
H  -2.32  0.28  -1.21
H  -1.32  1.88  -1.18
H  0.09  -2.39  0.91
H  -1.77  -2.18  0.83
H  -0.65  -1.74  -0.63
H  -0.52  1.33  0.70

=====

2.
A structure of composition C50H92B2BrClN3O26P2S at a distorted geometry. Source: the Open Molecules 2025 dataset; level of theory: ωB97M-V/def2-TZVPD.

Output
Gap between HOMO and LUMO: 7.652 eV
Net charge: +1
HOMO: -10.729 eV
E_LUMO: -0.1131 Ha
Molecular weight: 1382.28 g/mol

Atoms and positions in Å:
C  3.37  -3.88  1.47
C  4.02  -2.72  2.21
P  2.90  -1.69  3.24
C  3.85  -0.13  3.50
C  4.41  -0.06  4.93
C  1.56  -1.23  2.03
C  1.87  -0.18  0.92
B  2.38  -0.89  -0.46
O  3.76  -0.99  -0.57
N  1.57  -1.45  -1.49
C  0.78  -2.64  -1.13
C  2.21  -1.73  -2.77
C  0.84  0.99  1.06
O  1.49  1.93  1.94
C  1.87  3.19  1.41
C  3.04  3.06  0.44
N  3.31  4.36  -0.16
C  4.50  4.40  -1.00
C  5.86  4.36  -0.30
C  5.95  5.22  0.95
O  6.26  3.03  0.05
B  0.15  1.64  -0.29
O  -0.81  2.57  -0.04
O  0.53  1.38  -1.59
C  -0.33  0.38  1.87
Br  -1.37  -0.51  0.33
C  -1.41  1.22  2.58
C  -1.17  2.66  3.09
C  -0.31  2.91  4.32
S  -0.09  4.70  4.61
N  0.24  -0.80  2.71
Cl  0.57  -0.19  4.37
P  -0.82  -2.32  2.69
C  -0.05  -3.73  3.54
C  0.25  -3.78  5.05
C  -2.38  -1.97  3.56
C  -2.57  -1.66  5.05
H  4.12  -4.41  0.88
H  2.59  -3.56  0.77
H  2.93  -4.60  2.15
H  4.60  -2.10  1.51
H  4.73  -3.12  2.94
H  3.19  0.71  3.30
H  4.66  -0.09  2.77
H  4.69  0.97  5.17
H  3.67  -0.37  5.67
H  5.30  -0.68  5.04
H  1.35  -2.18  1.55
H  2.78  0.31  1.27
H  4.26  -0.16  -0.62
H  1.31  -3.54  -1.48
H  0.60  -2.72  -0.07
H  -0.19  -2.62  -1.62
H  2.87  -2.60  -2.74
H  2.76  -0.86  -3.13
H  1.39  -1.94  -3.45
H  2.20  3.78  2.27
H  1.05  3.75  0.97
H  2.77  2.39  -0.39
H  3.90  2.65  0.98
H  3.35  5.07  0.56
H  4.44  3.59  -1.72
H  4.46  5.32  -1.59
H  6.60  4.73  -1.03
H  5.21  6.02  0.94
H  6.94  5.66  1.07
H  5.75  4.61  1.83
H  6.11  2.47  -0.72
H  -0.94  3.14  -0.81
H  1.41  1.66  -1.84
H  -1.80  0.63  3.41
H  -2.23  1.31  1.88
H  -2.18  3.01  3.34
H  -0.84  3.30  2.28
H  -0.77  2.49  5.21
H  0.68  2.48  4.21
H  1.24  4.70  4.55
H  -0.78  -4.49  3.26
H  0.86  -3.96  2.97
H  0.13  -2.82  5.54
H  1.29  -4.09  5.21
H  -0.39  -4.51  5.55
H  -2.94  -2.89  3.32
H  -2.84  -1.17  2.97
H  -3.65  -1.68  5.20
H  -2.13  -2.42  5.70
H  -2.22  -0.67  5.35
C  -6.18  -4.05  1.74
C  -6.57  -2.66  2.18
C  -5.97  -1.50  1.42
O  -5.95  -0.47  2.43
C  -5.83  -1.07  3.62
O  -5.49  -0.50  4.61
O  -6.06  -2.39  3.52
H  -5.11  -4.12  1.59
H  -6.48  -4.78  2.50
H  -6.68  -4.29  0.80
H  -7.65  -2.56  2.23
H  -6.56  -1.18  0.57
H  -4.94  -1.66  1.11
C  -1.05  -4.36  -2.87
C  -1.85  -3.22  -2.33
C  -1.59  -2.87  -0.87
O  -2.83  -2.27  -0.48
C  -3.80  -2.80  -1.27
O  -4.96  -2.60  -1.06
O  -3.28  -3.52  -2.26
H  -1.06  -5.20  -2.18
H  -1.46  -4.70  -3.82
H  -0.02  -4.05  -3.03
H  -1.74  -2.34  -2.96
H  -0.78  -2.15  -0.74
H  -1.41  -3.75  -0.25
C  2.04  -9.50  -1.09
C  1.53  -8.15  -1.49
C  2.56  -7.05  -1.66
O  1.79  -5.87  -1.35
C  0.79  -6.24  -0.53
O  0.07  -5.47  0.05
O  0.70  -7.58  -0.44
H  2.75  -9.43  -0.27
H  1.22  -10.14  -0.77
H  2.54  -9.97  -1.94
H  0.90  -8.22  -2.38
H  2.97  -6.97  -2.66
H  3.36  -7.13  -0.92
C  -2.60  0.55  -5.53
C  -1.83  -0.67  -5.12
C  -0.85  -1.23  -6.13
O  -0.80  -2.62  -5.75
C  -1.98  -2.93  -5.15
O  -2.32  -4.03  -4.86
O  -2.70  -1.81  -4.92
H  -3.02  0.43  -6.53
H  -3.42  0.73  -4.84
H  -1.95  1.43  -5.53
H  -1.31  -0.50  -4.16
H  0.14  -0.80  -6.07
H  -1.23  -1.15  -7.15
C  7.19  8.01  -5.02
C  7.40  6.84  -4.10
C  8.52  5.88  -4.45
O  8.05  4.65  -3.88
C  6.71  4.69  -3.85
O  6.01  3.77  -3.59
O  6.27  5.93  -4.13
H  7.19  7.68  -6.06
H  6.23  8.48  -4.82
H  7.98  8.74  -4.87
H  7.51  7.17  -3.06
H  9.49  6.14  -4.02
H  8.61  5.75  -5.53
C  -3.79  3.23  -10.22
C  -4.01  3.21  -8.73
C  -4.69  4.42  -8.12
O  -4.16  4.42  -6.79
C  -2.96  3.81  -6.81
O  -2.19  3.80  -5.91
O  -2.76  3.22  -8.01
H  -3.36  4.18  -10.53
H  -3.10  2.43  -10.51
H  -4.73  3.08  -10.74
H  -4.54  2.30  -8.43
H  -5.77  4.37  -8.10
H  -4.37  5.34  -8.62
C  -6.71  1.22  6.79
C  -6.99  2.54  7.46
C  -5.97  3.02  8.47
O  -6.77  3.81  9.35
C  -8.04  3.35  9.30
O  -8.91  3.68  10.04
O  -8.17  2.45  8.30
H  -6.41  0.47  7.52
H  -7.59  0.86  6.27
H  -5.91  1.34  6.06
H  -7.18  3.32  6.72
H  -5.17  3.62  8.05
H  -5.55  2.18  9.04

=====

3.
A cluster of 5 separate species, C18H41BClFNO8S4 in total at a distorted geometry. Source: the Open Molecules 2025 dataset; level of theory: ωB97M-V/def2-TZVPD.

Output
Gap between HOMO and LUMO: 6.271 eV
Net charge: -1
HOMO: -4.726 eV
E_LUMO: 0.0568 Ha
Molecular weight: 593.06 g/mol

Atoms and positions in Å:
C  -0.79  2.79  -2.78
C  -2.06  2.00  -2.49
C  -1.78  0.54  -2.16
Cl  -1.62  -0.35  -3.81
N  -2.68  -0.12  -1.31
C  -4.07  0.07  -1.61
C  -4.91  0.91  -0.64
F  -4.69  -1.19  -1.74
C  -2.17  -0.62  0.00
C  -0.95  -1.57  -0.26
C  0.41  -0.99  -0.04
O  1.18  -1.35  0.81
B  -1.70  0.50  1.02
C  -1.31  0.19  2.50
O  -1.55  1.81  0.55
C  -3.29  -1.47  0.76
O  -3.37  -2.66  0.48
O  -3.91  -0.76  1.58
H  -0.17  2.91  -1.89
H  -1.03  3.78  -3.18
H  -0.18  2.27  -3.52
H  -2.70  2.04  -3.38
H  -2.62  2.43  -1.66
H  -0.77  0.42  -1.78
H  -4.11  0.52  -2.60
H  -4.28  1.60  -0.08
H  -5.63  1.49  -1.22
H  -5.46  0.27  0.05
H  -1.02  -1.89  -1.31
H  -1.04  -2.45  0.38
H  0.74  -0.19  -0.72
H  -2.05  0.68  3.15
H  -0.31  0.59  2.73
H  -1.31  -0.88  2.73
H  -0.64  2.12  0.52
C  3.86  0.01  -2.21
S  2.76  0.31  -3.60
O  1.42  0.48  -3.00
C  2.80  -1.37  -4.24
H  3.91  0.94  -1.64
H  3.43  -0.77  -1.59
H  4.86  -0.27  -2.56
H  2.47  -2.06  -3.47
H  3.81  -1.61  -4.58
H  2.11  -1.41  -5.08
C  -4.95  -5.71  -3.05
S  -4.55  -4.06  -3.64
O  -3.97  -4.24  -5.00
C  -3.21  -3.74  -2.51
H  -5.78  -6.08  -3.66
H  -4.08  -6.35  -3.17
H  -5.26  -5.65  -2.01
H  -2.44  -4.51  -2.66
H  -3.56  -3.72  -1.48
H  -2.82  -2.76  -2.76
C  2.09  3.66  1.49
S  2.73  2.05  1.00
O  1.72  1.43  0.11
C  2.58  1.27  2.61
H  2.06  4.28  0.60
H  1.08  3.53  1.89
H  2.75  4.10  2.23
H  1.53  1.31  2.92
H  3.23  1.78  3.32
H  2.89  0.24  2.50
C  5.66  2.84  6.06
S  6.33  1.26  5.55
O  5.32  0.64  4.64
C  6.14  0.45  7.14
H  5.65  3.48  5.18
H  4.65  2.70  6.43
H  6.30  3.28  6.82
H  5.09  0.48  7.44
H  6.77  0.95  7.88
H  6.46  -0.58  7.02

=====

4.
A structure of composition C7H24Be2O9Ti at a distorted geometry. Source: the Open Molecules 2025 dataset; level of theory: ωB97M-V/def2-TZVPD.

Output
Gap between HOMO and LUMO (alpha / beta): 2.997 / 3.040 eV
Net charge: +3
HOMO (alpha / beta): -17.667 / -17.755 eV
E_LUMO (alpha / beta): -0.5391 / -0.5408 Ha
Spin multiplicity: 4
Molecular weight: 318.15 g/mol

Atoms and positions in Å:
Ti  -21.41  -25.58  28.60
Be  -18.72  -25.81  25.86
Be  -21.70  -28.81  26.60
C  -21.71  -25.80  25.80
O  -22.65  -26.31  26.43
O  -21.07  -24.84  26.25
O  -21.08  -26.64  25.12
C  -24.89  -23.57  28.51
O  -23.61  -24.06  28.10
H  -24.75  -23.22  29.54
H  -25.20  -22.70  27.93
H  -25.68  -24.31  28.44
H  -23.56  -24.30  27.17
C  -18.34  -27.34  23.10
O  -17.62  -27.65  24.25
H  -17.90  -26.64  22.38
H  -18.52  -28.25  22.52
H  -19.26  -26.77  23.23
H  -16.92  -28.26  23.98
C  -24.44  -28.63  28.23
O  -23.28  -29.27  28.78
H  -24.38  -27.54  28.24
H  -24.61  -28.93  27.19
H  -25.32  -28.95  28.79
H  -23.32  -29.28  29.74
C  -19.39  -23.46  23.43
O  -18.49  -24.46  23.70
H  -18.88  -22.51  23.28
H  -20.16  -23.58  22.67
H  -20.05  -23.35  24.29
H  -17.72  -24.32  23.14
C  -20.97  -21.52  25.77
O  -21.79  -22.24  26.67
H  -19.91  -21.79  25.75
H  -21.37  -21.69  24.77
H  -20.95  -20.45  26.01
H  -21.54  -23.17  26.61
C  -21.17  -26.10  21.56
O  -22.08  -26.47  22.62
H  -21.72  -25.49  20.84
H  -20.37  -25.46  21.93
H  -20.70  -26.96  21.09
H  -21.55  -26.48  23.42

=====

> net charge of number 4 (C7H24Be2O9Ti)?

+3

=====

What did the first record say?
A cluster of 2 separate species, C4H10N2 in total at a distorted geometry. Source: the Open Molecules 2025 dataset; level of theory: ωB97M-V/def2-TZVPD.

Output
Gap between HOMO and LUMO (alpha / beta): 8.294 / 8.664 eV
Net charge: 0
HOMO (alpha / beta): -7.413 / -7.719 eV
E_LUMO (alpha / beta): 0.0324 / 0.0347 Ha
Molecular weight: 86.14 g/mol

Atoms and positions in Å:
C  2.21  1.16  0.35
C  1.82  -0.09  0.06
C  -1.39  0.70  -0.93
C  -0.70  -1.81  0.50
N  -1.06  0.58  0.50
N  -0.42  -0.49  1.03
H  2.97  1.72  -0.18
H  1.56  1.79  1.06
H  2.08  -1.07  -0.26
H  -0.57  0.32  -1.55
H  -2.32  0.28  -1.21
H  -1.32  1.88  -1.18
H  0.09  -2.39  0.91
H  -1.77  -2.18  0.83
H  -0.65  -1.74  -0.63
H  -0.52  1.33  0.70

=====

> Among the records above, which one has the lowest molecular weight?

C4H10N2